{"formula": "C28H52FN16O10", "method": "ωB97M-V/def2-TZVPD", "symbols": ["F", "O", "O", "O", "O", "O", "O", "O", "O", "O", "O", "N", "N", "N", "N", "N", "N", "N", "N", "N", "N", "N", "N", "N", "N", "N", "N", "C", "C", "C", "C", "C", "C", "C", "C", "C", "C", "C", "C", "C", "C", "C", "C", "C", "C", "C", "C", "C", "C", "C", "C", "C", "C", "C", "C", "H", "H", "H", "H", "H", "H", "H", "H", "H", "H", "H", "H", "H", "H", "H", "H", "H", "H", "H", "H", "H", "H", "H", "H", "H", "H", "H", "H", "H", "H", "H", "H", "H", "H", "H", "H", "H", "H", "H", "H", "H", "H", "H", "H", "H", "H", "H", "H", "H", "H", "H", "H"], "positions_angstrom": [[-2.00185, -1.31021, -2.88089], [7.43257, 4.92382, 2.43918], [3.93480, 1.71116, 0.01018], [-3.21273, 4.32236, 6.14813], [4.68783, -5.38788, -1.55139], [-4.87052, -1.85163, -1.59159], [2.12603, 0.65429, -8.52570], [-1.39410, -0.67755, 3.73873], [-1.22579, 1.80920, -4.97232], [-3.28208, 5.12284, 1.83847], [3.06873, -3.08253, 1.34156], [-0.28186, -0.24509, -4.87345], [0.55002, 1.33539, -6.28927], [1.57461, -0.51694, -10.38047], [-2.14268, 6.18966, 6.84746], [-2.87299, 5.66102, -0.31874], [-3.02751, 3.47598, 0.31617], [3.31284, -3.59611, -1.63424], [0.85517, 1.62887, -10.12335], [4.17868, 0.05323, -1.51193], [4.32929, 2.23466, -2.15533], [6.35785, 5.03234, 0.45295], [3.63752, -4.88943, -3.48842], [-2.70931, 5.94212, 4.65284], [2.68233, -3.38907, 3.68563], [-1.74429, -0.91201, -1.61048], [6.23141, 3.14608, 1.72801], [-4.41217, -0.48911, -1.43610], [1.63579, -4.42279, 3.97123], [4.13466, 1.35651, -1.14499], [2.40346, -2.72592, 2.35755], [6.72089, 4.40111, 1.59626], [-1.35411, 0.01445, 1.35364], [0.95773, -4.44759, 5.41378], [-4.01238, 0.49524, 1.55750], [-0.13898, -0.48622, 0.47379], [1.13204, -5.49980, 2.95257], [-2.77938, 0.01718, 0.68293], [-0.62896, -6.65555, 4.78030], [-1.25463, 0.49113, 2.89450], [-0.13352, -5.53200, 5.80163], [-5.13785, -2.49630, -0.31511], [1.34857, -0.54157, 1.14602], [3.93019, -4.67260, -2.18284], [-2.69517, -0.75100, 4.39343], [-3.07410, 4.77780, 0.68556], [1.55506, 0.59277, -9.60727], [-6.40457, -1.90717, 0.49758], [-2.72013, 5.41440, 5.89835], [0.03436, -6.58885, 3.33342], [-0.37325, 1.01953, -5.35547], [-0.37897, -0.93141, -1.03517], [1.25073, -1.60179, 2.36364], [-5.04347, 0.96295, 2.19858], [-2.90433, -0.47200, -0.82632], [-1.93991, 1.37159, 3.16089], [-5.39683, -3.60438, -0.56079], [-4.24266, -2.53366, 0.40521], [1.11333, -0.58756, -11.26978], [-0.95457, -0.51730, -4.17449], [2.46085, -2.62723, 4.37024], [-2.31048, 6.83534, 4.42674], [2.08472, -0.86257, 0.32221], [-5.13708, 0.20492, -0.87825], [5.64381, 2.69843, 1.04499], [-6.14675, -2.01962, 1.62754], [-4.31442, -0.04716, -2.51019], [4.30377, 3.21506, -1.92321], [1.54729, 0.51794, 1.53715], [4.07723, -5.68070, -3.93213], [6.47896, 2.64295, 2.56526], [6.70210, 5.96978, 0.31682], [1.17671, -1.03131, 3.36790], [-6.64181, -0.80400, 0.29718], [-1.41024, -7.44322, 5.05698], [0.81675, 2.47482, -9.57710], [-0.16556, 0.87774, 3.05246], [-0.61029, -5.57181, 6.85197], [-3.13095, 5.39324, 3.91719], [-2.70078, 5.39518, -1.27185], [-3.37569, 0.15543, 4.22456], [-2.13101, 5.83067, 7.78916], [2.08649, -1.31154, -10.03059], [2.68565, -2.99498, -2.13719], [-3.17385, 2.78921, 1.04066], [3.01643, -4.31245, -4.02613], [-1.73332, 7.08778, 6.66328], [1.54052, -5.53816, 1.87260], [0.24488, -2.17172, 2.25831], [4.34186, -0.25808, -2.45299], [0.38045, 1.59814, -11.00783], [0.48242, -1.30221, -1.70954], [0.51509, 2.26661, -6.67212], [1.25755, 0.70030, -6.61705], [-0.31669, -7.39398, 2.58482], [0.40901, -0.91005, -5.17257], [-5.84024, 1.37802, 2.90764], [1.24784, -3.66314, 6.22040], [-2.90062, 6.64045, -0.08145], [-2.85841, 3.16543, -0.62404], [4.03976, -0.63354, -0.78683], [-3.26350, -1.67376, 3.96439], [-7.29557, -2.61272, 0.29108], [-2.48483, -0.89093, 5.52589], [5.77406, 4.62034, -0.25176], [4.49484, 1.96382, -3.10835], [3.50534, -3.40099, -0.66160]], "atomic_forces_ev_per_a": [[0.2, 0.0, 1.1], [-0.1, 0.0, -0.2], [0.0, 0.0, 0.1], [0.0, -0.1, 0.0], [-0.2, 0.2, -0.1], [0.5, 1.3, 1.5], [0.1, -0.1, 0.1], [-1.2, 1.9, -0.7], [-0.1, -0.2, 0.3], [0.0, -0.1, 0.0], [-3.1, 1.8, 3.9], [-0.1, -0.9, 0.8], [0.1, 0.3, 0.1], [0.2, -0.7, -0.1], [0.3, 0.2, 0.9], [0.1, 0.7, -0.2], [0.1, -1.1, 0.1], [-0.2, 0.9, 0.7], [-0.2, 0.7, 0.1], [-0.4, -0.8, 0.1], [0.0, 0.7, -0.2], [-0.1, 0.8, -0.8], [0.0, -0.3, -0.9], [-0.2, -0.2, -0.6], [-2.8, 0.7, -0.9], [0.0, 1.8, 5.5], [-0.1, -0.8, 0.3], [1.1, 0.0, -1.8], [-3.4, -3.1, 1.4], [0.0, 0.1, 0.1], [2.0, -1.1, -1.9], [0.4, 0.0, 0.7], [-1.6, -0.7, -3.3], [-1.3, -2.4, -1.9], [-3.3, 1.6, 1.1], [-2.6, 0.2, -1.6], [-1.3, -0.2, 2.5], [2.5, -0.8, -0.8], [3.7, 3.8, -1.6], [2.0, -0.2, -0.5], [1.1, -0.6, -3.3], [-1.1, -1.1, 1.0], [-1.7, -0.3, -0.6], [0.6, -0.6, 0.2], [-0.9, -1.1, 0.7], [0.0, 0.4, 0.2], [0.0, 0.0, -0.1], [0.3, -0.9, 0.6], [-0.1, -0.1, -0.2], [0.5, 2.1, 3.2], [0.1, 0.9, -0.4], [-1.4, 0.8, 2.5], [-0.1, -0.1, -0.3], [5.1, -2.1, -2.5], [0.1, 0.7, 2.3], [0.7, -1.5, -0.6], [0.6, 2.1, 0.2], [-0.9, 0.3, -1.3], [0.1, 0.0, 0.1], [0.3, 0.2, -0.6], [0.5, -1.0, -0.5], [-0.1, -0.1, 0.0], [-1.0, 0.6, 1.5], [1.4, -1.2, -0.3], [-0.1, 0.0, 0.1], [-0.6, 0.3, -1.9], [-0.3, -0.9, 1.8], [0.0, -0.2, -0.1], [0.1, -1.6, -0.8], [-0.1, 0.2, 0.1], [0.0, 0.1, -0.2], [-0.1, -0.2, 0.0], [0.3, -1.2, -1.6], [0.3, -1.8, 0.2], [1.4, 1.4, -0.5], [0.0, -0.2, -0.2], [-1.9, -0.6, -0.3], [1.1, 0.4, -1.9], [0.1, 0.2, -0.1], [0.0, 0.0, 0.1], [1.4, -1.2, 0.3], [0.0, 0.1, -0.2], [-0.1, 0.2, -0.1], [0.1, -0.2, 0.0], [-0.1, 0.2, -0.2], [0.1, -0.1, 0.1], [-0.1, -0.1, 0.0], [-0.6, 0.1, 2.1], [1.8, 0.7, 0.4], [0.1, 0.0, 0.1], [0.1, 0.0, 0.1], [-1.8, 0.8, 1.2], [0.1, -0.3, 0.0], [0.0, 0.2, -0.3], [0.9, 1.7, 1.1], [-0.1, 0.1, -0.1], [1.6, -0.9, -1.5], [-0.5, -1.6, -1.6], [0.0, -0.2, -0.1], [0.0, 0.1, 0.1], [0.3, 0.1, -0.2], [1.0, 1.5, 0.9], [1.2, 1.6, 0.3], [-0.5, 0.2, -2.0], [0.1, 0.0, 0.2], [0.0, 0.0, 0.1], [-0.2, -0.1, -0.1]], "lowdin_charge": [0.066, 0.023, 0.006, 0.000, 0.046, -0.164, -0.007, -0.227, 0.008, 0.023, 0.039, 0.147, 0.164, 0.158, 0.145, 0.162, 0.162, 0.146, 0.162, 0.162, 0.165, 0.146, 0.146, 0.155, 0.057, -0.006, 0.157, -0.132, -0.193, -0.686, -0.314, -0.707, 0.033, -0.022, -0.088, -0.019, -0.021, -0.023, -0.066, -0.153, -0.066, -0.235, -0.109, -0.702, -0.084, -0.680, -0.684, -0.088, -0.710, -0.061, -0.701, 0.146, -0.081, 0.157, 0.040, 0.146, 0.142, 0.113, 0.102, 0.051, 0.110, 0.097, 0.097, 0.129, 0.052, 0.086, 0.156, 0.106, 0.130, 0.112, 0.109, 0.107, 0.130, 0.068, 0.084, 0.108, 0.139, 0.087, 0.059, 0.101, 0.077, 0.107, 0.111, 0.072, 0.056, 0.086, 0.095, 0.095, 0.139, 0.100, 0.103, 0.142, 0.109, 0.065, 0.087, 0.097, 0.104, 0.095, 0.115, 0.097, 0.087, 0.109, 0.089, 0.117, 0.077, 0.104, 0.057], "max_force_ev_per_a": 6.06, "orbital_gap_ev": 5.3, "total_charge": 1, "spin_multiplicity": 1, "lumo_ev": -5.064}

---

{"formula": "C28H52INO10", "method": "ωB97M-V/def2-TZVPD", "symbols": ["I", "O", "O", "O", "O", "O", "O", "O", "O", "O", "O", "N", "C", "C", "C", "C", "C", "C", "C", "C", "C", "C", "C", "C", "C", "C", "C", "C", "C", "C", "C", "C", "C", "C", "C", "C", "C", "C", "C", "C", "H", "H", "H", "H", "H", "H", "H", "H", "H", "H", "H", "H", "H", "H", "H", "H", "H", "H", "H", "H", "H", "H", "H", "H", "H", "H", "H", "H", "H", "H", "H", "H", "H", "H", "H", "H", "H", "H", "H", "H", "H", "H", "H", "H", "H", "H", "H", "H", "H", "H", "H", "H"], "positions_angstrom": [[-5.02631, 7.69483, -2.21243], [-1.66016, 4.00669, 1.02776], [-0.23065, 3.86243, -2.08443], [-1.77435, -0.06530, -2.43542], [-4.56880, 4.38811, -1.16037], [-6.96148, 2.42659, -1.74395], [0.22492, 4.96594, 0.26447], [2.01858, -3.69316, -0.86048], [8.01198, -3.72119, 5.11900], [3.60030, -3.36769, 4.42396], [-4.22247, 3.55660, -3.34564], [-1.80558, 5.56301, -1.97629], [-1.81927, -1.09036, -3.42800], [-0.59293, -1.96536, -3.19998], [-5.65472, 3.56939, -3.49418], [8.15418, -5.73998, 3.89634], [1.69784, -5.05907, -0.58346], [-3.90502, 6.34565, -4.72127], [-2.96905, 5.51860, -2.51471], [-8.38442, 2.40447, -1.89114], [7.19838, -4.74437, 4.53850], [-3.69424, 4.20517, -2.23859], [9.37848, -4.13849, 5.13058], [3.24388, -4.34517, 1.05551], [-1.40556, 4.31093, -1.32354], [-2.86961, 5.50005, -5.46112], [9.37603, -5.62556, 4.80385], [4.41876, -2.82613, 5.46688], [2.81962, -5.59728, 0.29403], [-3.46237, 6.70224, -3.28816], [2.22093, -2.02640, 5.80384], [-6.27155, 2.26877, -2.96696], [-0.88428, 4.42654, 0.15593], [-2.49611, 3.32621, -1.69411], [3.67582, -1.61895, 6.01798], [-0.78789, -0.39464, -1.44642], [-0.39882, -1.84446, -1.69168], [2.30097, -2.76911, 4.47786], [-9.00289, 3.01935, -0.63184], [3.08873, -3.26896, -0.00730], [-5.82847, 3.61402, -4.57275], [-1.83672, -0.63162, -4.41857], [-9.46234, 3.98331, -0.83508], [2.20424, -2.07968, 3.63176], [-1.93541, 6.04098, -5.61843], [4.25223, -4.39718, 1.46129], [3.99566, -3.17382, -0.61395], [-9.77617, 2.34922, -0.25255], [0.60852, -2.07848, -1.35852], [-4.81974, 5.31970, -1.09205], [-8.66653, 2.97786, -2.78011], [0.27141, -1.54666, -3.72085], [3.64468, -5.95603, -0.32622], [-2.12552, 2.61652, -2.42466], [1.59590, -5.60115, -1.52461], [-2.63397, 4.56624, -4.95045], [5.39834, -2.57368, 5.06220], [-1.09168, -2.51228, -1.17183], [-1.20653, -0.22677, -0.45385], [-2.74478, -1.66309, -3.29433], [3.92585, -1.40759, 7.05633], [1.90083, -2.70598, 6.59726], [3.90606, -0.73172, 5.42413], [-2.65583, 7.42862, -3.38691], [9.22256, -6.21123, 5.71317], [-2.92291, 2.80938, -0.83840], [8.40927, -5.41855, 2.88383], [-3.97606, 7.30321, -5.24265], [-4.90094, 5.90577, -4.72972], [-0.73512, -2.98870, -3.54538], [2.49742, -6.41515, 0.93681], [-8.23453, 3.09351, 0.13386], [0.13315, 4.59796, -2.58440], [2.84921, -2.29048, 0.41158], [9.92307, -3.56685, 4.37115], [1.52899, -1.18632, 5.77559], [6.61273, -5.21258, 5.33701], [1.54046, -3.54557, 4.38077], [6.50864, -4.29419, 3.82417], [-1.23759, 6.40193, -2.02464], [2.55682, -4.15918, 1.88252], [-8.70471, 1.36789, -2.03319], [7.74044, -6.74564, 3.83972], [4.54894, -3.59580, 6.23592], [9.81270, -3.91781, 6.10630], [-3.28584, 5.22408, -6.42999], [0.06687, 0.27633, -1.57839], [-6.91123, 1.84000, -3.74482], [-6.11880, 4.45425, -3.05857], [10.30306, -5.95684, 4.33816], [-5.46335, 1.54882, -2.81312], [0.73584, -5.08884, -0.05953]], "atomic_forces_ev_per_a": [[0.0, 0.0, 0.0], [-0.1, -0.2, -0.6], [-0.9, 0.2, -0.2], [0.0, 0.0, 0.0], [0.0, 0.3, -0.5], [-0.2, 0.1, -0.4], [-0.2, 0.2, -0.6], [0.2, -0.2, 0.1], [0.0, 0.0, 0.0], [-0.1, 0.1, 0.1], [-0.8, 0.8, 0.1], [-1.2, -0.5, 0.2], [-0.1, -0.1, 0.1], [0.1, 0.1, 0.0], [0.0, -0.4, -0.6], [0.1, 0.1, -0.1], [-0.1, 0.0, 0.1], [0.2, 0.4, 0.1], [-0.4, 1.2, -0.4], [0.4, 0.3, 0.3], [0.0, 0.0, 0.1], [1.8, -1.4, 1.2], [0.0, 0.1, -0.1], [-0.1, 0.0, 0.1], [2.6, -1.5, -1.4], [-0.2, -0.2, 0.0], [0.0, -0.1, 0.1], [0.0, -0.1, 0.1], [0.1, 0.0, -0.1], [0.2, -0.4, -0.6], [0.0, -0.1, 0.1], [0.1, 0.0, 0.2], [-0.4, 0.8, 1.7], [-1.4, 0.8, 0.3], [0.0, 0.1, -0.1], [0.1, 0.1, 0.0], [-0.1, 0.1, 0.1], [0.1, 0.1, -0.1], [-0.2, -0.7, -0.3], [0.1, 0.0, -0.1], [0.2, 0.0, 0.0], [0.0, 0.1, 0.0], [0.1, 0.1, 0.1], [-0.1, 0.0, 0.0], [0.0, 0.1, 0.0], [0.0, 0.0, 0.0], [0.0, 0.0, 0.0], [-0.1, 0.1, 0.1], [-0.1, 0.0, -0.1], [-0.3, -0.2, 0.1], [-0.1, 0.0, 0.0], [0.0, 0.0, 0.0], [0.0, 0.0, 0.0], [0.0, 0.1, -0.1], [0.0, 0.1, 0.0], [-0.1, 0.0, 0.1], [0.0, 0.0, 0.0], [0.0, 0.0, 0.0], [-0.1, 0.1, 0.0], [0.0, 0.0, -0.1], [0.0, 0.0, 0.0], [0.0, 0.0, 0.0], [0.0, 0.0, 0.0], [0.0, 0.0, 0.3], [0.0, 0.0, 0.0], [0.3, 0.0, 0.1], [0.0, 0.0, 0.0], [-0.2, 0.0, 0.0], [0.1, -0.2, 0.0], [0.0, 0.0, 0.0], [0.0, 0.0, 0.0], [0.0, 0.2, 0.0], [0.3, 0.0, 0.3], [-0.1, 0.0, 0.0], [0.1, 0.0, 0.0], [0.0, 0.0, 0.0], [0.0, 0.0, -0.1], [0.0, 0.0, 0.0], [0.0, 0.0, 0.0], [0.3, -0.1, 0.3], [0.0, 0.0, 0.0], [-0.1, 0.0, 0.0], [0.0, 0.0, 0.0], [0.0, 0.0, 0.0], [0.0, 0.0, 0.0], [0.2, 0.1, -0.1], [0.0, 0.0, 0.0], [-0.2, 0.0, 0.1], [0.0, -0.1, 0.2], [0.0, 0.0, 0.0], [0.1, 0.1, 0.0], [0.0, -0.1, 0.0]], "lowdin_charge": [1.019, -0.001, 0.011, -0.160, 0.065, -0.154, -0.009, -0.172, -0.146, -0.157, -0.045, 0.267, -0.213, -0.166, -0.132, -0.169, -0.202, -0.292, -0.161, -0.260, -0.214, -0.468, -0.207, -0.165, -0.320, -0.075, -0.172, -0.208, -0.166, -0.645, -0.168, -0.176, -0.663, 0.054, -0.164, -0.192, -0.167, -0.215, -0.061, -0.191, 0.124, 0.113, 0.067, 0.117, 0.083, 0.111, 0.118, 0.069, 0.089, 0.011, 0.113, 0.115, 0.113, 0.127, 0.116, 0.073, 0.107, 0.118, 0.120, 0.114, 0.112, 0.113, 0.116, 0.088, 0.113, 0.142, 0.114, 0.108, 0.085, 0.110, 0.112, 0.079, 0.087, 0.118, 0.117, 0.113, 0.119, 0.115, 0.109, 0.196, 0.100, 0.116, 0.111, 0.119, 0.116, 0.085, 0.121, 0.121, 0.119, 0.110, 0.138, 0.118], "max_force_ev_per_a": 3.31, "orbital_gap_ev": 6.4, "spin_multiplicity": 1, "lumo_ev": -1.476}

---

Q: What is the formula in the second record?
A: C28H52INO10

---

Q: What is the formula in the second record?
A: C28H52INO10